{
  "formula": "C31H54ClMoNO3P2SSi2",
  "method": "wB97M-V/def2-TZVPD",
  "symbols": ["H", "C", "C", "C", "H", "C", "H", "H", "Si", "P", "H", "H", "H", "C", "C", "C", "H", "H", "C", "H", "C", "H", "H", "C", "Mo", "H", "H", "H", "H", "C", "S", "H", "O", "C", "C", "C", "H", "C", "C", "H", "H", "H", "Cl", "H", "H", "C", "H", "C", "H", "H", "N", "H", "H", "C", "C", "H", "O", "H", "H", "H", "H", "H", "H", "H", "H", "H", "H", "H", "C", "C", "H", "C", "C", "P", "C", "H", "H", "C", "C", "H", "H", "H", "H", "C", "H", "H", "H", "H", "H", "C", "O", "H", "H", "Si", "C", "C"],
  "coordinates": [[0.83537, 4.64226, 2.37447], [-3.42737, 0.02587, 0.32013], [-2.86663, -3.26911, -0.59899], [-0.19568, -4.47304, 2.89487], [-1.36577, 3.23171, 3.81423], [2.33197, 0.46753, 5.83098], [4.30147, -2.65693, -1.98680], [-2.02534, -3.51632, 2.18333], [2.02731, -3.00052, -1.15319], [-0.40731, 2.65449, 0.25442], [0.74771, 0.66262, 8.82761], [-1.87473, -5.68610, -0.97434], [4.29379, 2.27855, -2.42719], [0.04474, 0.51595, -2.30461], [-1.38261, -3.64904, -0.51098], [-0.87923, 2.74490, 2.95707], [-4.50724, 0.03952, 0.31453], [-0.16517, -5.35124, 2.23771], [-0.18993, 4.91291, 2.07809], [1.62783, 4.87635, -2.89649], [-1.38396, 3.50605, -1.13157], [-3.32649, -3.15626, 0.39779], [-0.15361, 5.66207, 1.27735], [2.02777, -0.11401, -1.31310], [0.11528, -0.01386, -0.15073], [-3.00862, 0.81168, -0.27645], [1.93803, -2.79683, 1.30642], [0.46656, -4.20116, -2.75905], [-1.72955, 5.43845, -0.17660], [1.70115, 0.33238, 3.53450], [3.82066, 0.39138, 4.87025], [1.28428, -4.37024, 0.75126], [4.49735, 1.64205, 5.08331], [-1.28403, 5.03887, -1.09905], [1.27407, -3.28132, 0.55756], [1.27013, 0.42182, 4.97013], [-1.22792, 0.57850, 7.29201], [3.87479, -2.97714, -1.02830], [0.90257, 0.59281, 7.75195], [4.23946, -3.98914, -0.80581], [4.23343, 3.79628, -1.49675], [-3.02414, -0.86354, -0.13105], [-2.72407, 0.17957, 1.97419], [1.28798, 4.42865, -0.00594], [1.93481, 2.97020, 0.80646], [1.27132, 3.32282, -0.01327], [0.19300, -1.90519, 3.60052], [-0.85218, -2.17318, 3.37751], [-3.32808, 3.18087, -0.15089], [-3.40706, -4.07498, -1.12492], [3.05012, 0.30632, 3.43142], [0.16117, 2.49864, 3.22218], [-1.34644, -2.48910, 4.30677], [-0.20766, 0.54865, 6.88871], [2.19549, 0.55317, 7.21700], [-3.40804, 3.82004, -1.81002], [4.47672, -0.83323, 5.24379], [1.66940, -5.30356, -2.02016], [-0.68062, 1.09373, -2.84762], [-1.36688, -1.27566, 3.01475], [-1.41025, 1.80665, 2.76004], [-2.02680, 3.86629, 1.53153], [-0.65329, 5.37745, 2.96483], [-0.25949, -5.54070, -0.24738], [2.17392, 3.54428, -3.95576], [2.16893, -4.15518, -3.29600], [3.04108, -0.07973, -0.92641], [3.06485, 0.58781, 7.86541], [-0.96293, -3.27400, 2.33967], [1.49730, 3.80475, -3.12361], [-3.02435, 2.11530, -1.57190], [3.87087, 2.76011, -1.53686], [1.29503, 1.02224, -1.75998], [-0.40254, -2.57042, 0.70296], [1.29684, -1.31126, -1.55853], [-0.25750, 5.41301, -1.19900], [0.46316, 3.63576, -3.45530], [0.04603, -0.90762, -2.18152], [-1.28532, -5.15305, -0.21247], [-0.66200, -4.76985, 3.84954], [4.22606, 2.23307, -0.64672], [-1.72944, -5.38525, 0.76630], [-1.87042, 5.43261, -1.94337], [-0.96881, 3.64238, 1.73827], [-0.67841, -1.57127, -2.61704], [-0.90913, 3.12871, -2.05523], [4.22288, -2.30163, -0.24150], [-0.90889, -3.43870, -1.48696], [-0.85811, 0.42828, 4.83816], [-2.86831, 3.11744, -1.15201], [0.91292, 0.28075, 2.56979], [0.83177, -4.16194, 3.13936], [-3.02097, -2.35572, -1.18784], [2.02261, 2.75697, -1.65375], [-0.01689, 0.46603, 5.51434], [1.50904, -4.28825, -2.42126]],
  "forces_ev_per_a": [[-0.3, 0.2, -0.2], [0.7, -0.1, 0.1], [-0.1, -0.1, -0.2], [0.1, -0.3, 0.1], [0.2, -0.1, -0.1], [0.3, 0.0, 0.8], [0.1, -0.1, 0.2], [0.2, 0.0, 0.1], [-0.9, 0.3, 0.5], [0.1, 0.4, -0.3], [0.1, 0.0, -0.2], [0.2, 0.0, 0.2], [0.1, 0.1, 0.2], [0.7, 0.0, 0.4], [0.4, 0.2, 0.1], [-0.4, -0.5, 0.5], [-0.1, 0.0, 0.3], [0.0, 0.2, 0.2], [0.1, 0.3, 0.0], [0.0, -0.3, -0.2], [0.4, -0.2, 0.1], [0.1, 0.0, -0.4], [0.1, -0.2, 0.2], [0.1, -0.1, -1.0], [-0.9, 0.1, 1.2], [-0.1, 0.5, 0.1], [-0.4, -0.1, -0.4], [0.4, -0.1, 0.1], [0.1, -0.1, -0.3], [1.9, -0.1, -0.1], [-1.7, 0.0, 0.6], [-0.1, 0.4, 0.2], [0.5, 0.0, -0.5], [-0.1, 0.0, -0.2], [0.6, -0.7, -0.1], [-1.2, 0.1, 0.7], [0.5, 0.0, -0.2], [0.2, 0.1, -0.2], [0.0, 0.0, -0.5], [0.0, 0.2, 0.0], [0.0, -0.2, 0.0], [-0.2, -0.4, 0.3], [-1.2, -0.1, -0.9], [-0.1, -0.4, 0.3], [-0.4, 0.1, -0.4], [0.6, 0.7, -0.2], [-0.4, -0.2, -0.1], [-0.4, 0.6, 0.4], [0.1, -0.1, -0.4], [0.1, 0.3, 0.2], [-0.2, 0.0, -0.3], [-0.4, 0.2, -0.1], [0.2, 0.0, -0.1], [0.2, 0.0, 0.2], [-0.5, 0.0, -0.1], [0.1, -0.2, 0.3], [0.5, 0.0, -0.5], [-0.1, 0.3, -0.2], [-0.2, 0.1, 0.1], [0.5, -0.4, 0.4], [0.5, 0.5, 0.4], [0.2, 0.0, 0.1], [0.1, -0.1, -0.3], [-0.3, 0.1, 0.1], [-0.3, 0.2, 0.2], [-0.3, -0.2, 0.2], [-0.2, 0.0, 0.3], [-0.1, 0.0, -0.1], [0.0, 0.3, 0.1], [0.2, 0.0, -0.1], [0.0, 0.3, 0.2], [0.2, -0.1, -0.2], [0.6, 0.0, -0.6], [0.1, -0.5, -0.2], [0.6, -0.1, -0.6], [-0.3, -0.1, 0.1], [0.4, 0.1, 0.1], [0.7, 0.1, 0.4], [-0.1, 0.0, -0.2], [0.1, 0.0, -0.3], [0.0, 0.1, -0.1], [0.1, 0.0, -0.3], [0.2, 0.0, 0.2], [0.0, -0.3, 0.1], [-0.2, -0.1, 0.1], [-0.3, 0.2, 0.3], [0.0, -0.1, -0.1], [-0.3, -0.2, 0.4], [-0.2, 0.0, 0.0], [-0.1, 0.1, -0.2], [-0.4, -0.1, -0.5], [-0.3, -0.2, -0.1], [0.0, -0.3, 0.2], [-0.9, -0.2, 0.5], [0.0, -0.1, -0.4], [0.2, 0.0, -0.1]],
  "s2": 2.01,
  "de_lowest_kj_mol": 25.0,
  "multiplicity": 3,
  "total_charge": 0,
  "e_tot_ev": -100202.834,
  "homo_energy_ev": [-7.26, -7.31],
  "gap_ha": [0.27395, 0.25760]
}